# C23H42BClN4O5

A 3-piece molecular cluster, C23H42BClN4O5 overall in a non-equilibrium geometry (wB97M-V/def2-TZVPD, the Open Molecules 2025 dataset).

Output
* LUMO energy (alpha / beta): -0.223 / -0.301 eV
* multiplicity: 3
* gap between HOMO and LUMO (alpha / beta): 8.5032 / 9.0425 eV
* highest occupied orbital energy (alpha / beta): -8.73 / -9.34 eV
* charge: 0

Positions of all 76 atoms, in Å:
1 C 0.0995 -2.4523 1.4997
2 O 0.0318 -1.7650 0.2146
3 B 0.9206 -2.3951 -0.7647
4 O 0.2779 -3.2307 -1.7467
5 C 2.5133 -2.0495 -0.6745
6 C 3.0628 -1.2365 -1.9690
7 N 3.3732 -0.5484 -2.9228
8 C 3.4756 -3.2981 -0.3290
9 O 3.8010 -3.4139 1.0821
10 Cl 2.9082 -4.9200 -0.9625
11 C 4.9011 -2.9999 -1.0677
12 N 5.9060 -2.6735 -1.6727
13 H -0.6350 -1.8949 2.2072
14 H 1.1787 -2.3440 1.8868
15 H -0.2525 -3.5405 1.4374
16 H 0.4207 -2.9088 -2.6662
17 H 2.6341 -1.2976 0.2056
18 H 4.7837 -3.2910 1.1906
19 C -6.5547 -3.5798 5.2763
20 C -5.2502 -3.8248 4.4681
21 C -4.2760 -4.6917 5.2982
22 C -3.5994 -3.9316 6.4348
23 C -2.9488 -2.6507 5.9248
24 C -3.9157 -1.7559 5.1202
25 N -4.6584 -2.5112 4.0645
26 O -3.7889 -2.7476 3.0353
27 C -4.9157 -1.0727 6.0852
28 C -3.1087 -0.5646 4.5364
29 C -5.7221 -4.6657 3.2499
30 H -6.3840 -3.5071 6.3506
31 H -7.0658 -2.6716 4.9419
32 H -7.2682 -4.3987 5.1494
33 H -3.4937 -5.0976 4.6447
34 H -4.8036 -5.5574 5.7127
35 H -4.3192 -3.7040 7.2268
36 H -2.8361 -4.5686 6.8938
37 H -2.5403 -2.0940 6.7756
38 H -2.0877 -2.9242 5.3017
39 H -5.6742 -0.5104 5.5317
40 H -4.4020 -0.3627 6.7408
41 H -5.4244 -1.7651 6.7531
42 H -2.2685 -0.8875 3.9159
43 H -2.6792 0.0442 5.3383
44 H -3.7488 0.0893 3.9351
45 H -6.4155 -4.0968 2.6225
46 H -6.2413 -5.5706 3.5809
47 H -4.8915 -5.0052 2.6261
48 C 4.6040 5.9729 -4.2853
49 C 3.2718 5.8138 -5.0694
50 C 2.0926 5.6923 -4.0772
51 C 2.0144 4.3346 -3.3853
52 C 2.0380 3.1998 -4.4032
53 C 3.2276 3.2865 -5.3830
54 N 3.3739 4.6433 -5.9952
55 O 2.3958 4.7781 -6.9423
56 C 4.5333 2.8924 -4.6505
57 C 3.0640 2.1712 -6.4507
58 C 3.1251 7.1623 -5.8268
59 H 4.6110 5.4287 -3.3407
60 H 5.4598 5.6447 -4.8835
61 H 4.7952 7.0169 -4.0217
62 H 1.1460 5.8623 -4.6053
63 H 2.1598 6.4771 -3.3160
64 H 2.8335 4.2207 -2.6687
65 H 1.0905 4.2781 -2.8000
66 H 2.0577 2.2422 -3.8709
67 H 1.0931 3.2156 -4.9612
68 H 5.4059 3.0400 -5.2947
69 H 4.5179 1.8356 -4.3658
70 H 4.6985 3.4373 -3.7229
71 H 2.1125 2.2350 -6.9855
72 H 3.0861 1.1809 -5.9847
73 H 3.8747 2.2061 -7.1858
74 H 3.9364 7.2999 -6.5485
75 H 3.1564 8.0048 -5.1287
76 H 2.1733 7.2451 -6.3575

Results of the Mulliken charge analysis, in e, for atoms 1 through 6: atom 1 (C): -0.1623, atom 2 (O): -0.5362, atom 3 (B): 0.5157, atom 4 (O): -0.5111, atom 5 (C): 0.3882, atom 6 (C): -0.2216